[1]
{"formula": "C31H51AsFeI2N2O7S3SbSi3", "method": "the ωB97M-V functional and the def2-TZVPD basis", "e_homo_ha": [-0.1801, -0.1833], "homo_lumo_gap_ev": [6.96, 7.04], "energy_ha": -8246.51074, "s_squared": 6.01, "spin_multiplicity": 5, "lumo_energy_ev": [2.06, 2.06], "charge": -1, "symbols": ["Fe", "I", "C", "C", "C", "I", "C", "O", "C", "C", "N", "C", "C", "C", "C", "C", "C", "N", "C", "H", "H", "H", "H", "H", "H", "H", "H", "H", "H", "H", "O", "S", "O", "O", "C", "C", "C", "C", "C", "C", "S", "O", "O", "O", "H", "H", "H", "H", "C", "Si", "C", "C", "Sb", "Si", "C", "C", "C", "Si", "C", "C", "C", "H", "H", "H", "H", "H", "H", "H", "H", "H", "H", "H", "H", "H", "H", "H", "H", "H", "H", "H", "H", "H", "H", "H", "H", "H", "H", "H", "C", "As", "C", "C", "S", "H", "H", "H", "H", "H", "H", "H", "H", "H"], "xyz": [[0.108, 0.205, -0.411], [5.944, -3.052, -4.110], [4.700, -2.052, -2.759], [4.510, -2.567, -1.486], [3.660, -1.922, -0.603], [3.348, -2.689, 1.307], [2.959, -0.743, -0.954], [2.148, -0.142, -0.163], [3.192, -0.251, -2.271], [2.419, 0.973, -2.651], [0.967, 0.724, -2.597], [0.512, -0.313, -3.516], [0.666, -1.664, -2.863], [1.272, -2.749, -3.479], [1.407, -3.928, -2.769], [0.921, -3.992, -1.472], [0.313, -2.869, -0.942], [0.181, -1.733, -1.622], [4.047, -0.888, -3.147], [5.017, -3.472, -1.179], [2.713, 1.302, -3.658], [2.614, 1.772, -1.937], [0.482, 1.594, -2.781], [1.035, -0.292, -4.481], [-0.553, -0.145, -3.702], [1.673, -2.645, -4.479], [1.916, -4.775, -3.212], [1.042, -4.878, -0.864], [-0.062, -2.845, 0.071], [4.188, -0.485, -4.144], [0.894, 4.099, 1.415], [0.903, 2.729, 0.961], [1.325, 2.597, -0.440], [-0.337, 1.970, 1.165], [2.163, 1.926, 1.950], [3.412, 2.522, 1.822], [4.504, 2.063, 2.536], [4.341, 1.000, 3.409], [3.101, 0.396, 3.534], [1.997, 0.836, 2.809], [0.524, -0.198, 3.005], [0.948, -1.295, 3.865], [-0.535, 0.599, 3.588], [0.242, -0.711, 1.649], [3.514, 3.361, 1.145], [5.471, 2.534, 2.410], [5.179, 0.624, 3.982], [2.973, -0.454, 4.187], [-2.659, 5.433, -3.643], [-1.356, 4.175, -3.129], [0.046, 5.149, -2.337], [-0.728, 3.347, -4.718], [-2.020, 2.231, -1.599], [-3.341, 3.508, 0.210], [-2.478, 4.826, 1.207], [-4.806, 4.348, -0.638], [-3.960, 2.256, 1.456], [-4.128, 1.411, -2.840], [-5.562, 0.886, -1.745], [-4.837, 2.528, -4.184], [-3.556, -0.147, -3.760], [-2.214, 6.022, -4.452], [-2.895, 6.120, -2.828], [-3.590, 5.003, -4.005], [-0.105, 6.219, -2.510], [1.004, 4.862, -2.775], [0.133, 4.980, -1.264], [-0.847, 4.014, -5.576], [-1.261, 2.420, -4.947], [0.335, 3.106, -4.636], [-1.848, 5.503, 0.632], [-1.844, 4.370, 1.966], [-3.272, 5.403, 1.694], [-4.471, 5.171, -1.272], [-5.466, 4.767, 0.130], [-5.396, 3.673, -1.258], [-3.085, 1.880, 1.993], [-4.491, 1.405, 1.034], [-4.611, 2.771, 2.171], [-6.019, 1.706, -1.192], [-5.247, 0.119, -1.035], [-6.316, 0.453, -2.411], [-5.318, 3.430, -3.803], [-5.586, 1.952, -4.736], [-4.059, 2.827, -4.890], [-2.678, -0.599, -3.297], [-3.313, 0.093, -4.799], [-4.341, -0.908, -3.767], [-3.192, -0.737, 3.330], [-2.734, -1.807, 1.800], [-4.335, -2.847, 1.478], [-1.522, -3.157, 2.457], [-2.415, -0.675, 0.039], [-3.611, -1.386, 4.099], [-3.923, 0.002, 3.009], [-2.287, -0.239, 3.681], [-4.638, -3.375, 2.382], [-4.127, -3.559, 0.681], [-5.123, -2.171, 1.151], [-2.098, -3.712, 3.200], [-0.631, -2.719, 2.898], [-1.239, -3.827, 1.648]], "atomic_forces_ev_per_a": [[0.5, 0.1, 0.6], [0.0, 0.0, 0.0], [0.0, 0.1, 0.0], [0.0, 0.0, 0.0], [0.1, 0.0, -0.1], [0.0, 0.0, 0.0], [0.0, 0.1, 0.0], [0.0, -0.3, -0.1], [0.0, 0.0, 0.1], [0.0, 0.0, 0.0], [-0.1, 0.0, 0.0], [0.0, 0.0, 0.0], [-0.1, 0.0, 0.0], [-0.1, 0.0, 0.0], [0.0, 0.0, 0.0], [0.0, 0.0, 0.0], [-0.1, 0.0, 0.0], [0.3, 0.1, 0.1], [0.0, 0.0, 0.0], [0.0, 0.0, 0.0], [0.0, 0.0, 0.0], [0.0, 0.0, 0.0], [0.0, 0.0, 0.0], [0.0, 0.0, 0.0], [0.0, 0.0, 0.0], [0.0, 0.0, 0.0], [0.0, 0.0, 0.0], [0.0, 0.0, 0.0], [0.0, 0.0, 0.1], [0.0, 0.0, 0.0], [-0.3, 0.1, 0.2], [0.2, 0.0, -0.3], [-0.1, 0.0, 0.2], [-0.1, 0.0, -0.3], [-0.1, 0.0, 0.1], [0.0, 0.1, 0.0], [0.0, 0.0, 0.0], [0.0, 0.0, 0.0], [0.0, 0.0, 0.0], [0.1, -0.1, 0.0], [0.4, -0.1, 0.0], [-0.1, 0.0, 0.0], [0.2, 0.2, 0.0], [-0.4, 0.0, 0.0], [0.0, 0.0, 0.0], [0.0, 0.0, 0.0], [0.0, 0.0, 0.0], [0.0, 0.0, 0.0], [0.0, 0.0, 0.0], [0.1, 0.0, -0.1], [0.0, 0.0, 0.0], [0.0, 0.0, 0.0], [-0.4, 0.4, 0.1], [-0.2, -0.2, -0.1], [0.1, 0.0, -0.1], [0.0, 0.0, 0.0], [0.1, 0.1, 0.1], [0.2, -0.3, -0.2], [0.1, 0.0, 0.1], [0.0, 0.0, 0.0], [0.0, 0.0, 0.0], [0.0, 0.0, 0.0], [0.0, 0.0, 0.0], [0.0, -0.1, 0.0], [0.0, 0.0, 0.0], [0.0, 0.0, 0.0], [0.0, 0.0, 0.0], [0.0, 0.0, 0.0], [0.0, 0.0, 0.0], [0.0, 0.0, 0.0], [0.0, 0.1, -0.1], [0.1, 0.0, 0.0], [0.1, 0.0, 0.0], [0.0, 0.0, 0.0], [0.0, 0.0, 0.0], [0.0, 0.1, 0.0], [0.0, 0.0, 0.0], [0.0, 0.0, -0.1], [0.0, 0.0, 0.0], [0.0, -0.1, 0.0], [0.0, 0.0, 0.0], [0.0, 0.0, 0.0], [0.0, 0.0, 0.0], [0.0, 0.0, 0.0], [0.0, 0.0, 0.0], [0.0, 0.0, 0.1], [0.0, 0.0, 0.0], [0.0, 0.0, 0.0], [-0.1, -0.1, 0.0], [-0.1, 0.2, 0.1], [0.0, 0.0, -0.1], [0.0, 0.0, -0.1], [0.0, -0.3, -0.1], [0.0, 0.0, 0.0], [0.0, 0.0, 0.0], [-0.1, 0.0, 0.0], [0.0, 0.0, 0.0], [0.0, 0.0, 0.0], [0.0, 0.0, 0.0], [0.1, 0.0, 0.0], [0.0, 0.1, 0.0], [0.0, 0.0, 0.0]]}

=====

[2]
{"formula": "C31H51AsIrN5O4SSe", "method": "the ωB97M-V functional and the def2-TZVPD basis", "e_homo_ha": [-0.5920, -0.5928], "homo_lumo_gap_ev": [6.46, 5.70], "energy_ha": -6925.38714, "s_squared": 0.75, "spin_multiplicity": 2, "lumo_energy_ev": [-9.65, -10.43], "charge": 3, "symbols": ["Ir", "C", "N", "C", "C", "C", "N", "C", "C", "H", "H", "H", "H", "H", "H", "H", "H", "H", "H", "H", "H", "H", "H", "H", "H", "O", "S", "O", "N", "C", "O", "C", "C", "C", "C", "C", "C", "H", "H", "H", "H", "C", "C", "C", "C", "N", "C", "Se", "N", "C", "C", "C", "C", "C", "C", "C", "C", "C", "C", "H", "H", "H", "H", "H", "H", "H", "H", "H", "H", "H", "H", "H", "H", "H", "H", "H", "H", "H", "H", "H", "H", "C", "As", "C", "C", "O", "H", "H", "H", "H", "H", "H", "H", "H", "H"], "xyz": [[-0.353, 0.525, 1.538], [1.474, 0.285, 3.986], [0.073, 0.658, 3.665], [-0.176, 2.034, 4.172], [-0.874, -0.275, 4.336], [-0.792, -1.630, 3.681], [-0.901, -1.534, 2.179], [-2.295, -1.880, 1.769], [-0.003, -2.580, 1.616], [1.605, 0.288, 5.070], [2.145, 1.008, 3.536], [1.715, -0.701, 3.598], [0.048, 2.076, 5.240], [-1.220, 2.295, 4.015], [0.460, 2.734, 3.638], [-1.872, 0.148, 4.262], [-0.616, -0.352, 5.395], [-1.588, -2.278, 4.049], [0.151, -2.117, 3.920], [-2.458, -2.937, 1.987], [-2.411, -1.696, 0.704], [-3.012, -1.284, 2.322], [-0.195, -3.525, 2.129], [1.040, -2.301, 1.756], [-0.219, -2.711, 0.564], [-0.136, 4.087, 0.990], [-1.131, 3.577, 0.088], [-0.901, 3.632, -1.312], [-1.415, 1.960, 0.566], [-2.463, 1.906, 1.403], [-2.407, 0.891, 2.158], [-3.349, 3.058, 1.349], [-4.612, 3.240, 1.888], [-5.254, 4.447, 1.632], [-4.653, 5.431, 0.855], [-3.380, 5.254, 0.308], [-2.753, 4.063, 0.582], [-5.090, 2.464, 2.470], [-6.243, 4.621, 2.034], [-5.182, 6.356, 0.668], [-2.917, 6.023, -0.296], [2.255, 0.921, -3.587], [2.871, -0.472, -3.576], [3.647, -0.802, -2.304], [2.782, -0.988, -1.055], [1.698, -1.950, -1.283], [0.395, -1.648, -1.401], [-0.483, -0.019, -0.960], [-0.259, -2.704, -1.911], [-1.674, -2.749, -2.307], [-1.882, -2.176, -3.702], [-3.349, -2.219, -4.127], [-4.268, -1.411, -3.216], [0.650, -3.730, -2.130], [0.484, -5.013, -2.652], [1.612, -5.799, -2.710], [2.865, -5.333, -2.265], [3.032, -4.063, -1.762], [1.891, -3.260, -1.713], [1.732, 1.110, -4.524], [3.031, 1.685, -3.496], [1.532, 1.065, -2.778], [3.554, -0.569, -4.420], [2.098, -1.230, -3.744], [4.363, -0.003, -2.085], [4.246, -1.698, -2.465], [2.294, -0.062, -0.754], [3.382, -1.349, -0.216], [-2.244, -2.197, -1.563], [-1.982, -3.794, -2.259], [-1.266, -2.736, -4.410], [-1.525, -1.140, -3.715], [-3.685, -3.258, -4.175], [-3.414, -1.835, -5.145], [-4.415, -1.891, -2.245], [-5.254, -1.297, -3.663], [-3.866, -0.408, -3.046], [-0.473, -5.379, -2.996], [1.539, -6.803, -3.105], [3.718, -5.995, -2.325], [3.997, -3.718, -1.420], [2.688, 3.814, 2.412], [2.592, 2.550, 0.980], [4.254, 1.613, 1.010], [2.410, 3.357, -0.739], [1.439, 1.282, 1.190], [3.463, 4.522, 2.110], [3.021, 3.307, 3.317], [1.752, 4.339, 2.559], [5.055, 2.341, 0.870], [4.283, 0.889, 0.198], [4.392, 1.111, 1.966], [2.928, 4.316, -0.712], [1.367, 3.510, -1.000], [2.889, 2.701, -1.463]], "atomic_forces_ev_per_a": [[-0.7, -0.6, 0.0], [0.0, 0.0, 0.0], [-0.2, 0.3, 0.1], [0.0, 0.0, 0.0], [0.0, 0.0, 0.0], [0.0, 0.0, 0.0], [0.6, -0.1, 0.2], [0.0, 0.1, 0.0], [0.0, 0.0, 0.0], [0.0, 0.0, 0.0], [0.0, 0.0, 0.0], [0.0, 0.0, 0.0], [0.0, 0.0, 0.0], [0.0, 0.0, 0.0], [0.0, 0.0, 0.0], [0.0, 0.0, 0.0], [0.0, 0.0, 0.0], [0.0, 0.0, 0.0], [0.0, 0.0, 0.0], [0.0, 0.0, 0.0], [0.0, 0.0, 0.0], [0.0, 0.0, 0.0], [0.0, 0.0, 0.0], [0.0, 0.0, 0.0], [0.0, 0.0, 0.0], [0.1, 0.0, 0.0], [-0.1, 0.0, 0.1], [-0.1, 0.0, 0.0], [0.3, 0.8, 0.4], [0.2, 0.2, -0.4], [0.3, -0.3, -0.3], [-0.1, -0.1, 0.1], [0.0, 0.0, 0.0], [0.0, 0.0, 0.0], [0.0, 0.0, 0.0], [0.0, 0.0, 0.0], [0.0, 0.0, 0.0], [0.0, 0.0, 0.0], [0.0, 0.0, 0.0], [0.0, 0.0, 0.0], [0.0, 0.0, 0.0], [0.0, 0.0, 0.0], [0.0, 0.0, 0.0], [0.0, 0.0, 0.0], [-0.1, -0.1, 0.0], [0.1, 0.0, 0.0], [-0.1, 0.0, 0.1], [-0.2, 0.0, 0.0], [0.0, 0.0, 0.1], [0.0, 0.0, 0.0], [0.0, 0.0, 0.0], [0.0, 0.0, 0.0], [0.0, 0.0, 0.0], [0.0, 0.0, 0.0], [0.0, 0.0, 0.0], [0.0, 0.0, 0.0], [0.0, 0.0, 0.0], [0.0, 0.0, 0.0], [0.0, 0.0, 0.0], [0.0, 0.0, 0.0], [0.0, 0.0, 0.0], [0.0, 0.0, 0.0], [0.0, 0.0, 0.0], [0.0, 0.0, 0.0], [0.0, 0.0, 0.0], [0.0, 0.0, 0.0], [0.0, 0.0, 0.0], [0.0, 0.0, 0.0], [0.0, 0.0, 0.0], [0.0, 0.0, 0.0], [0.0, 0.0, 0.0], [0.0, 0.0, 0.0], [0.0, 0.0, 0.0], [0.0, 0.0, 0.0], [0.0, 0.0, 0.0], [0.0, 0.0, 0.0], [0.0, 0.0, 0.0], [0.0, 0.0, 0.0], [0.0, 0.0, 0.0], [0.0, 0.0, 0.0], [0.0, 0.0, 0.0], [0.0, -0.1, 0.0], [0.0, -0.1, -0.3], [0.0, 0.0, 0.0], [0.0, 0.0, 0.0], [0.0, -0.2, 0.2], [0.0, 0.0, 0.0], [0.0, 0.0, 0.0], [-0.1, 0.0, 0.0], [0.0, 0.0, 0.0], [0.0, 0.0, 0.0], [0.0, 0.0, 0.0], [0.0, 0.0, 0.0], [0.1, 0.0, 0.0], [0.0, 0.0, 0.0]]}